Record 1
{
  "formula": "C4H3NO2",
  "method": "ωB97M-V/def2-TZVPD",
  "symbols": ["C", "C", "C", "C", "N", "O", "O", "H", "H", "H"],
  "xyz": [[-1.72, 0.69, 0.24], [-2.17, -0.49, 0.04], [2.25, -0.68, 0.05], [-0.80, 1.63, 0.14], [2.03, -1.80, -0.28], [-2.81, -1.47, -0.01], [2.62, 0.33, 0.48], [-0.95, 2.61, 0.57], [0.15, 1.48, -0.37], [1.40, -2.30, -0.86]],
  "nbo_charge": [-0.012, 0.484, 0.855, -0.551, -0.772, -0.401, -0.512, 0.237, 0.243, 0.430],
  "homo_lumo_gap_ev": [7.63, 8.38],
  "energy_ev": -9777.20411,
  "multiplicity": 3
}

Record 2
{
  "formula": "C21H44DyN3OP2S",
  "method": "ωB97M-V/def2-TZVPD",
  "symbols": ["Dy", "P", "P", "N", "C", "H", "H", "C", "H", "H", "C", "H", "H", "C", "H", "H", "C", "C", "H", "H", "H", "C", "C", "H", "H", "H", "C", "C", "H", "H", "H", "C", "C", "H", "H", "H", "C", "O", "C", "H", "H", "H", "C", "H", "H", "H", "C", "H", "H", "H", "C", "H", "H", "H", "H", "H", "H", "H", "H", "H", "C", "N", "C", "C", "N", "C", "S", "H", "H", "H", "H", "H", "H"],
  "xyz": [[0.61, 0.60, 0.26], [0.60, 0.28, -2.48], [-0.50, -0.62, 2.46], [0.89, -1.63, -0.09], [1.38, -1.38, -2.59], [1.03, -1.86, -3.52], [2.47, -1.26, -2.64], [1.02, -2.28, -1.40], [0.07, -2.82, -1.62], [1.79, -3.07, -1.32], [0.54, -2.69, 0.87], [1.34, -3.45, 0.85], [-0.37, -3.21, 0.50], [0.32, -2.25, 2.33], [1.30, -2.21, 2.84], [-0.31, -2.99, 2.83], [-2.18, -1.02, 3.05], [-3.13, 0.13, 2.69], [-4.15, -0.17, 2.95], [-3.10, 0.36, 1.62], [-2.88, 1.05, 3.25], [0.56, 0.28, 3.71], [0.00, 1.68, 3.98], [0.72, 2.22, 4.62], [-0.96, 1.63, 4.52], [-0.13, 2.28, 3.06], [1.97, 1.47, -2.93], [1.43, 2.90, -3.03], [2.29, 3.59, -3.05], [0.81, 3.19, -2.16], [0.84, 3.04, -3.95], [-0.70, 0.20, -3.77], [-1.76, 1.26, -3.47], [-2.59, 1.13, -4.17], [-1.36, 2.28, -3.59], [-2.15, 1.16, -2.45], [-1.48, -0.35, -0.35], [-2.38, -1.01, -0.67], [0.83, -0.48, 5.01], [-0.09, -0.64, 5.59], [1.31, -1.45, 4.85], [1.51, 0.13, 5.62], [2.80, 1.09, -4.15], [3.63, 1.81, -4.22], [3.23, 0.09, -4.09], [2.22, 1.17, -5.08], [-0.23, 0.24, -5.23], [-1.12, 0.08, -5.86], [0.20, 1.21, -5.51], [0.49, -0.56, -5.47], [-2.31, -1.46, 4.51], [-2.09, -0.65, 5.21], [-3.36, -1.74, 4.67], [-1.70, -2.33, 4.75], [-2.45, -1.89, 2.43], [-1.14, -0.79, -3.61], [1.53, 0.38, 3.19], [2.64, 1.41, -2.05], [2.82, -0.17, 0.48], [3.03, 0.57, 0.59], [-2.96, 4.18, -1.51], [-3.10, 4.00, -0.07], [-4.24, 4.36, 0.64], [-4.01, 4.07, 1.94], [-2.72, 3.55, 2.00], [-2.15, 3.49, 0.76], [-0.53, 3.12, 0.33], [-1.93, 4.49, -1.73], [-3.20, 3.26, -2.05], [-3.66, 4.96, -1.83], [-5.08, 4.81, 0.13], [-4.63, 4.21, 2.80], [-2.24, 3.25, 2.85]],
  "lowdin_charge": [0.937, 0.952, 0.953, -0.339, -0.293, 0.101, 0.087, -0.318, 0.122, 0.128, -0.317, 0.128, 0.122, -0.292, 0.087, 0.102, -0.532, -0.110, 0.099, 0.050, 0.058, -0.552, -0.118, 0.099, 0.083, 0.014, -0.553, -0.111, 0.098, 0.018, 0.085, -0.533, -0.122, 0.099, 0.074, 0.042, -0.216, 0.120, -0.089, 0.068, 0.081, 0.099, -0.091, 0.099, 0.077, 0.070, -0.087, 0.097, 0.075, 0.087, -0.089, 0.075, 0.097, 0.088, 0.124, 0.120, 0.099, 0.093, 0.058, 0.069, -0.001, -0.111, -0.014, -0.025, 0.089, -0.684, 0.577, 0.086, 0.088, 0.109, 0.143, 0.134, 0.137],
  "homo_lumo_gap_ev": [7.77, 7.96],
  "total_charge": 2,
  "energy_ev": -82491.57482,
  "multiplicity": 6
}

Record 3
{
  "formula": "C45H52BBrCl2F4N8PRbSSi4Te",
  "method": "ωB97M-V/def2-TZVPD",
  "symbols": ["Rb", "C", "C", "N", "N", "C", "B", "N", "C", "C", "C", "N", "N", "C", "C", "C", "N", "N", "C", "C", "C", "N", "H", "H", "H", "H", "H", "H", "H", "H", "H", "H", "H", "H", "Cl", "C", "C", "C", "C", "C", "Cl", "C", "S", "H", "H", "H", "F", "C", "C", "F", "C", "F", "C", "P", "C", "C", "C", "C", "C", "C", "C", "C", "C", "C", "C", "C", "C", "Br", "C", "F", "H", "H", "H", "H", "H", "H", "H", "H", "H", "H", "C", "Si", "C", "C", "Si", "Te", "Si", "C", "C", "C", "Si", "C", "C", "C", "H", "H", "H", "H", "H", "H", "H", "H", "H", "H", "H", "H", "H", "H", "H", "H", "H", "H", "H", "H", "H", "H", "H", "H", "H", "H", "H"],
  "xyz": [[2.82, 0.13, -0.46], [1.93, 3.88, 0.97], [3.13, 3.57, 0.31], [3.72, 2.51, 0.83], [2.92, 2.11, 1.84], [1.84, 2.91, 1.95], [3.23, 0.88, 2.73], [2.14, -0.24, 2.58], [0.93, -0.25, 3.17], [0.32, -1.45, 2.89], [1.26, -2.13, 2.09], [2.35, -1.40, 1.91], [4.63, 0.32, 2.45], [5.63, 0.23, 3.36], [6.71, -0.37, 2.75], [6.27, -0.61, 1.44], [5.03, -0.20, 1.26], [3.17, 1.33, 4.21], [3.01, 0.54, 5.30], [3.35, 1.28, 6.40], [3.73, 2.53, 5.88], [3.63, 2.55, 4.56], [1.24, 4.68, 0.77], [3.58, 4.06, -0.54], [1.09, 2.75, 2.70], [0.60, 0.58, 3.76], [-0.66, -1.78, 3.18], [1.19, -3.11, 1.64], [5.50, 0.60, 4.36], [7.66, -0.59, 3.20], [6.81, -1.07, 0.62], [2.68, -0.48, 5.20], [3.32, 0.97, 7.43], [4.06, 3.41, 6.40], [2.10, 1.75, -2.84], [0.95, 2.98, -3.29], [1.40, 4.29, -3.27], [0.55, 5.31, -3.67], [-0.73, 5.00, -4.09], [-1.16, 3.68, -4.09], [-2.76, 3.37, -4.71], [-0.36, 2.60, -3.66], [-0.92, 0.96, -3.59], [2.41, 4.49, -2.96], [0.88, 6.34, -3.66], [-1.41, 5.77, -4.43], [4.49, -4.15, -7.24], [3.95, -3.87, -6.05], [2.84, -4.56, -5.60], [2.32, -5.53, -6.36], [2.30, -4.25, -4.37], [1.26, -5.00, -3.97], [2.80, -3.24, -3.56], [2.06, -2.77, -1.94], [0.28, -3.07, -2.15], [-0.50, -3.78, -1.25], [-1.88, -3.83, -1.41], [-2.48, -3.17, -2.47], [-1.71, -2.44, -3.36], [-0.33, -2.38, -3.20], [2.72, -4.08, -0.86], [2.31, -5.42, -0.88], [2.87, -6.33, 0.00], [3.85, -5.93, 0.90], [4.27, -4.61, 0.92], [3.71, -3.69, 0.04], [3.93, -2.57, -4.03], [4.80, -1.22, -3.03], [4.49, -2.88, -5.26], [5.57, -2.23, -5.71], [-0.04, -4.30, -0.41], [-2.48, -4.37, -0.69], [-3.55, -3.21, -2.59], [-2.17, -1.89, -4.17], [0.25, -1.77, -3.87], [1.55, -5.74, -1.58], [2.54, -7.36, -0.02], [4.27, -6.64, 1.59], [5.02, -4.28, 1.63], [4.04, -2.66, 0.09], [-4.91, 4.17, 1.48], [-3.40, 3.54, 0.53], [-3.35, 4.28, -1.19], [-1.86, 4.10, 1.47], [-3.35, 1.21, 0.34], [-1.09, 0.51, -0.40], [-5.09, 0.48, -1.06], [-6.66, 1.49, -0.73], [-4.67, 0.64, -2.87], [-5.50, -1.33, -0.69], [-3.80, 0.21, 2.41], [-5.61, 0.49, 2.89], [-2.75, 0.92, 3.80], [-3.50, -1.66, 2.29], [-4.91, 5.26, 1.51], [-4.89, 3.80, 2.51], [-5.85, 3.84, 1.02], [-3.32, 5.37, -1.16], [-4.22, 3.99, -1.79], [-2.46, 3.93, -1.71], [-1.78, 5.19, 1.50], [-0.97, 3.71, 0.97], [-1.86, 3.73, 2.49], [-6.50, 2.54, -0.96], [-6.99, 1.41, 0.31], [-7.46, 1.12, -1.37], [-4.58, 1.69, -3.16], [-5.46, 0.19, -3.48], [-3.71, 0.17, -3.12], [-5.91, -1.46, 0.31], [-4.60, -1.95, -0.76], [-6.23, -1.72, -1.41], [-5.88, 1.55, 2.84], [-5.78, 0.14, 3.91], [-6.29, -0.06, 2.23], [-2.92, 1.99, 3.91], [-1.69, 0.76, 3.60], [-3.00, 0.44, 4.75], [-2.86, -1.89, 1.43], [-4.44, -2.21, 2.18], [-3.00, -2.03, 3.19]],
  "lowdin_charge": [0.534, -0.060, -0.186, -0.008, -0.054, -0.091, -0.706, -0.027, -0.120, -0.063, -0.160, -0.004, 0.000, -0.067, -0.069, -0.173, -0.033, -0.039, -0.105, -0.080, -0.174, 0.086, 0.088, 0.096, 0.119, 0.114, 0.078, 0.097, 0.111, 0.082, 0.096, 0.122, 0.081, 0.091, 0.555, -0.654, -0.128, -0.101, -0.138, -0.693, 0.658, -0.769, 0.461, 0.094, 0.097, 0.097, 0.130, -0.134, -0.133, 0.127, -0.202, 0.102, -0.291, 1.046, -0.389, -0.096, -0.082, -0.089, -0.096, -0.144, -0.362, -0.093, -0.082, -0.084, -0.067, -0.112, -0.562, 0.823, -0.265, 0.075, 0.093, 0.103, 0.098, 0.100, 0.087, 0.100, 0.101, 0.100, 0.109, 0.063, -0.218, 0.330, -0.214, -0.219, 0.005, 0.514, 0.339, -0.217, -0.223, -0.212, 0.336, -0.218, -0.208, -0.222, 0.025, 0.014, 0.009, 0.034, 0.016, 0.011, 0.032, -0.008, 0.017, 0.015, 0.012, 0.028, -0.007, 0.031, -0.016, 0.006, 0.008, 0.029, 0.013, 0.028, 0.009, 0.018, 0.001, 0.032, 0.002, 0.020, 0.016],
  "homo_lumo_gap_ev": [5.92, 6.13],
  "total_charge": -1,
  "energy_ev": -225655.33531,
  "multiplicity": 2
}

Record 4
{
  "formula": "C18H24BiI2InN2O3S3",
  "method": "ωB97M-V/def2-TZVPD",
  "symbols": ["I", "I", "In", "Bi", "S", "S", "C", "C", "C", "C", "C", "C", "C", "C", "C", "C", "C", "O", "O", "O", "H", "H", "H", "H", "H", "H", "H", "H", "H", "H", "H", "H", "H", "H", "H", "H", "H", "H", "N", "C", "N", "C", "C", "C", "C", "C", "C", "S", "H", "H", "H", "H", "H", "H"],
  "xyz": [[-1.20, 2.54, 0.40], [2.28, -1.71, -4.41], [1.27, -1.45, -2.01], [0.04, 0.12, 0.18], [-0.86, -0.09, -2.49], [1.92, 0.97, -1.50], [-1.44, -1.09, 0.89], [-2.32, -0.98, -2.82], [3.42, 1.31, -0.69], [-2.06, -1.52, -4.22], [-2.76, -2.06, -1.85], [-3.29, 0.18, -2.83], [4.31, 1.51, -1.91], [4.00, 0.28, 0.25], [3.11, 2.62, 0.01], [0.28, -3.31, -1.90], [2.77, -2.46, -0.91], [-2.32, -1.56, 1.50], [-0.23, -4.40, -2.03], [3.75, -3.06, -0.54], [-1.28, -2.30, -4.24], [-1.75, -0.72, -4.91], [-3.00, -1.96, -4.59], [-1.94, -2.50, -1.27], [-3.22, -2.88, -2.43], [-3.53, -1.67, -1.16], [-3.35, 0.67, -1.84], [-4.29, -0.19, -3.09], [-3.00, 0.95, -3.57], [5.30, 1.80, -1.57], [3.91, 2.29, -2.57], [4.39, 0.58, -2.50], [4.48, 0.80, 1.10], [4.78, -0.32, -0.25], [3.26, -0.40, 0.67], [4.05, 3.02, 0.43], [2.39, 2.51, 0.83], [2.71, 3.37, -0.69], [-1.68, 1.20, 3.03], [-0.46, 0.90, 3.14], [0.43, 0.33, 2.48], [1.57, -0.26, 3.14], [2.50, -1.22, 2.81], [3.46, -1.55, 3.72], [3.50, -1.00, 5.00], [2.53, -0.10, 5.39], [1.60, 0.23, 4.45], [0.15, 1.27, 4.81], [-2.23, 1.68, 3.75], [-2.27, 0.85, 2.27], [2.41, -1.73, 1.83], [4.21, -2.31, 3.45], [4.27, -1.27, 5.72], [2.47, 0.33, 6.39]],
  "lowdin_charge": [0.711, 0.616, -0.361, 0.982, 0.682, 0.711, -0.243, -0.947, -0.934, -0.089, -0.065, -0.119, -0.073, -0.065, -0.102, -0.018, -0.014, 0.258, 0.227, 0.220, 0.077, 0.109, 0.127, 0.022, 0.129, 0.107, 0.077, 0.126, 0.106, 0.136, 0.113, 0.091, 0.125, 0.117, 0.005, 0.123, 0.071, 0.109, 0.096, -0.785, -0.125, -0.196, -0.018, 0.042, 0.054, -0.003, -0.329, 1.285, 0.173, 0.064, 0.109, 0.169, 0.160, 0.157],
  "homo_lumo_gap_ev": [4.82, 4.14],
  "total_charge": 4,
  "energy_ev": -87848.84956,
  "multiplicity": 1
}

Record 5
{
  "formula": "C36H48AsAuF6OPSb",
  "method": "ωB97M-V/def2-TZVPD",
  "symbols": ["Au", "C", "C", "C", "C", "C", "C", "P", "C", "C", "C", "C", "C", "C", "C", "C", "C", "C", "C", "C", "H", "H", "H", "H", "H", "H", "H", "H", "H", "H", "H", "H", "H", "H", "H", "H", "H", "H", "H", "H", "H", "H", "H", "H", "H", "H", "H", "H", "H", "H", "H", "H", "H", "F", "Sb", "F", "F", "F", "F", "F", "O", "As", "C", "C", "C", "C", "C", "C", "C", "C", "C", "C", "C", "C", "C", "C", "C", "C", "C", "C", "H", "H", "H", "H", "H", "H", "H", "H", "H", "H", "H", "H", "H", "H", "H"],
  "xyz": [[-0.54, -0.12, -0.78], [-3.66, -0.06, -2.52], [-4.55, 1.18, -2.55], [-3.71, 2.48, -2.43], [-2.25, 2.31, -2.91], [-2.28, 1.36, -4.11], [-2.70, -0.07, -3.71], [-0.90, 1.93, -1.67], [-1.30, 3.11, -0.30], [-2.39, 2.44, 0.59], [-1.79, 1.81, 1.85], [-1.20, 2.89, 2.76], [-0.59, 4.03, 1.94], [-0.11, 3.53, 0.58], [0.58, 2.41, -2.68], [1.10, 1.18, -3.47], [2.23, 0.46, -2.73], [3.46, 1.36, -2.58], [3.08, 2.84, -2.58], [1.73, 3.05, -1.88], [-4.27, -0.96, -2.52], [-3.09, -0.06, -1.58], [-5.29, 1.15, -1.76], [-5.09, 1.19, -3.50], [-3.76, 2.88, -1.42], [-4.15, 3.23, -3.08], [-1.91, 3.29, -3.24], [-1.33, 1.35, -4.65], [-3.01, 1.77, -4.81], [-1.82, -0.68, -3.48], [-3.19, -0.53, -4.57], [-1.72, 3.99, -0.78], [-2.94, 1.68, 0.04], [-3.12, 3.20, 0.90], [-1.01, 1.10, 1.56], [-2.57, 1.25, 2.38], [-0.42, 2.45, 3.39], [-1.97, 3.28, 3.43], [0.25, 4.47, 2.47], [-1.33, 4.83, 1.79], [0.57, 2.69, 0.75], [0.46, 4.31, 0.08], [0.19, 3.14, -3.39], [1.49, 1.53, -4.42], [0.30, 0.48, -3.69], [2.47, -0.47, -3.25], [1.88, 0.16, -1.73], [4.18, 1.16, -3.39], [3.98, 1.12, -1.65], [3.02, 3.23, -3.60], [3.84, 3.42, -2.06], [1.55, 4.12, -1.76], [1.81, 2.61, -0.89], [1.37, 0.31, 1.19], [2.95, 0.95, 2.09], [3.21, 2.27, 0.79], [3.87, -0.29, 0.99], [4.42, 1.53, 3.08], [2.43, 0.84, 5.25], [1.72, 2.07, 2.98], [-0.21, -2.12, -0.18], [-0.02, -2.96, 1.26], [1.10, -4.45, 0.92], [1.06, -4.98, -0.37], [1.88, -6.05, -0.69], [2.73, -6.59, 0.26], [2.75, -6.07, 1.55], [1.93, -5.01, 1.89], [0.79, -1.92, 2.69], [2.19, -1.77, 2.74], [2.80, -0.78, 3.55], [1.96, -0.34, 4.74], [0.51, -0.26, 4.42], [-0.03, -1.08, 3.46], [-1.74, -3.50, 1.88], [-1.88, -4.17, 3.09], [-3.12, -4.67, 3.44], [-4.20, -4.52, 2.58], [-4.06, -3.86, 1.38], [-2.82, -3.34, 1.01], [0.41, -4.54, -1.11], [1.85, -6.47, -1.69], [3.38, -7.41, 0.00], [3.42, -6.49, 2.30], [1.94, -4.62, 2.90], [2.82, -2.31, 2.04], [3.85, -0.92, 3.78], [2.08, -1.08, 5.55], [-0.09, 0.43, 5.01], [-1.10, -1.07, 3.27], [-1.03, -4.29, 3.75], [-3.24, -5.20, 4.38], [-5.16, -4.93, 2.86], [-4.90, -3.74, 0.71], [-2.68, -2.83, 0.07]],
  "lowdin_charge": [0.750, -0.225, -0.184, -0.180, -0.399, -0.195, -0.198, 0.967, -0.397, -0.221, -0.217, -0.191, -0.175, -0.212, -0.395, -0.221, -0.203, -0.183, -0.184, -0.210, 0.109, 0.041, 0.111, 0.114, 0.080, 0.119, 0.110, 0.096, 0.122, 0.080, 0.113, 0.122, 0.074, 0.125, 0.051, 0.111, 0.073, 0.112, 0.114, 0.116, 0.067, 0.107, 0.112, 0.124, 0.072, 0.113, 0.062, 0.110, 0.096, 0.114, 0.115, 0.114, 0.066, -0.391, 1.475, -0.309, -0.335, -0.313, 0.022, -0.301, -0.600, 1.239, -0.304, -0.077, -0.053, -0.054, -0.062, -0.104, -0.236, -0.060, -0.185, -0.326, 0.080, -0.046, -0.319, -0.094, -0.063, -0.056, -0.057, -0.080, 0.108, 0.115, 0.115, 0.113, 0.102, 0.126, 0.139, 0.186, 0.143, 0.121, 0.108, 0.113, 0.114, 0.114, 0.098],
  "homo_lumo_gap_ev": [7.25, 5.10],
  "total_charge": 1,
  "energy_ev": -136817.01316,
  "multiplicity": 2
}

Record 6
{
  "formula": "C5H7NO",
  "method": "ωB97M-V/def2-TZVPD",
  "symbols": ["C", "C", "N", "C", "C", "C", "O", "H", "H", "H", "H", "H", "H", "H"],
  "xyz": [[-1.80, -0.31, 0.00], [-0.34, -0.78, -0.23], [0.27, -0.87, 1.12], [1.03, 0.15, 1.20], [1.64, 0.63, -0.10], [0.47, 0.28, -1.02], [0.18, 0.77, -2.08], [-2.43, -0.74, -0.79], [-1.96, 0.78, -0.03], [-2.16, -0.66, 0.97], [-0.32, -1.74, -0.73], [0.93, 0.79, 2.07], [2.50, -0.01, -0.36], [1.97, 1.67, -0.14]],
  "nbo_charge": [-0.608, -0.194, -0.393, 0.128, -0.607, 0.604, -0.512, 0.221, 0.215, 0.233, 0.218, 0.194, 0.258, 0.242],
  "homo_lumo_gap_ev": 9.69,
  "smiles": "C[C@@H]1N=CCC1=O",
  "energy_ev": -8834.44912,
  "multiplicity": 1
}

Which formula does entry 5 have? C36H48AsAuF6OPSb